1.
A molecular structure, C25H55FN4O16P4S, computed with ωB97M-V with the def2-TZVPD basis set.

orbital gap: 5.5484 eV
lowest unoccupied orbital energy: -2.6 eV
DFT total energy: -116234.704 eV
HOMO energy: -0.3003 hartree

```
! RIJCOSX wB97M-V def2-TZVPD def2/J DEFGRID3
* xyz 0 1
C 0.6268 -1.3144 0.0928
C 1.3949 -0.6413 -1.1320
C 0.8788 -1.1680 -2.5304
N -0.4381 -0.6285 -2.9559
C -1.5571 -1.3888 -2.4617
C -1.8727 -2.7841 -2.7774
C -0.9335 -3.6213 -3.7125
C -1.5617 -4.9591 -4.2815
C -0.3194 -5.9043 -4.6993
C -0.0924 -6.9291 -3.4893
N -0.5338 -8.2968 -3.9084
C -3.1488 -3.4064 -2.1815
C -4.0768 -2.6750 -1.3187
F -5.2281 -3.3222 -0.8651
C -3.8016 -1.2432 -0.9504
N -4.6433 -0.4889 -0.1595
S -3.8152 0.9862 -0.1654
N -2.4798 0.6717 -1.1266
C -2.5328 -0.6567 -1.5520
H 0.1735 -2.3024 -0.2020
H -0.1531 -0.5771 0.4399
H 1.3846 -1.5359 0.9080
H 2.4782 -0.9805 -1.0466
H 1.4400 0.4893 -1.0742
H 1.6332 -0.8144 -3.3061
H 0.9508 -2.2860 -2.5195
H -0.5181 0.3231 -2.5662
H -0.6670 -2.9547 -4.5892
H 0.0464 -3.8990 -3.2121
H -2.1519 -5.5560 -3.5373
H -2.2350 -4.7388 -5.1602
H -0.6699 -6.4592 -5.6143
H 0.6197 -5.3084 -4.8476
H -0.6103 -6.6139 -2.5418
H 1.0138 -7.0151 -3.2280
H 0.0189 -8.5420 -4.7416
H -0.2617 -8.9897 -3.1994
H -3.4614 -4.4637 -2.4111
C 0.0999 2.5996 1.2562
O 0.6610 3.8804 0.9389
P -0.3899 5.2058 1.2143
O 0.3045 6.0274 0.1479
O 0.2828 5.4594 2.6777
C 1.6783 5.7156 2.7534
O -1.5060 6.4500 1.5398
C -2.5421 6.5906 0.5661
H 0.8521 1.8325 1.0707
H -0.2015 2.5636 2.3071
H -0.7655 2.4069 0.6174
H 2.0742 6.1351 1.8271
H 2.2042 4.7882 2.9858
H 1.8507 6.4269 3.5610
H -3.0265 5.6293 0.3852
H -2.1347 6.9824 -0.3676
H -3.2841 7.2890 0.9523
C -2.1258 8.7862 -3.1975
O -0.6988 8.8783 -3.1931
P -0.0884 10.4713 -3.0386
O 1.1915 10.1444 -3.7739
O 0.0815 10.2972 -1.4310
C 0.9479 9.2791 -0.9386
O 0.2712 12.1259 -2.8760
C 0.1024 12.8914 -4.0702
H -2.4069 7.7357 -3.2735
H -2.5404 9.2049 -2.2757
H -2.5305 9.3213 -4.0604
H 1.7225 9.0077 -1.6577
H 0.3612 8.3953 -0.6872
H 1.4278 9.6481 -0.0320
H -0.8871 12.7168 -4.4969
H 0.8717 12.6321 -4.7994
H 0.1928 13.9476 -3.8172
C 3.2440 -11.0426 2.1444
O 3.4815 -10.6418 0.7904
P 3.3009 -8.9644 0.5027
O 2.9280 -9.1651 -0.9493
O 4.8993 -8.7168 0.6823
C 5.7966 -9.3750 -0.2013
O 3.0660 -7.2816 0.4678
C 1.6971 -6.8741 0.4787
H 3.4095 -12.1167 2.2239
H 3.9243 -10.5217 2.8238
H 2.2092 -10.8254 2.4202
H 5.3295 -9.6292 -1.1542
H 6.1705 -10.2832 0.2735
H 6.6377 -8.7086 -0.3912
H 1.1657 -7.3585 1.2998
H 1.2195 -7.1233 -0.4705
H 1.6574 -5.7946 0.6243
C 0.8253 -0.4234 7.2797
O -0.5462 -0.0320 7.4010
P -1.0821 1.0643 6.2000
O -2.1403 1.6646 7.0963
O -1.6807 -0.1510 5.2962
C -2.7022 -0.9722 5.8452
O -1.3746 2.1352 4.9127
C -0.8524 3.4543 5.1018
H 1.0556 -1.1364 8.0710
H 1.0063 -0.8920 6.3083
H 1.4725 0.4497 7.3945
H -3.2731 -0.4612 6.6222
H -2.2551 -1.8773 6.2591
H -3.3814 -1.2544 5.0410
H 0.2028 3.4046 5.3770
H -1.4141 3.9802 5.8753
H -0.9432 3.9987 4.1630
*
```

Atom charges from the Löwdin analysis, given in e for atoms 1 to 4: -0.11, -0.23, -0.22, 0.02



2.
5 unconnected molecules or ions with the total composition C15H35BN10O5S2, computed with ωB97M-V with the def2-TZVPD basis set.

orbital gap: 7.8842 eV
lowest unoccupied orbital energy: -1.1 eV
SMILES: COCCCBCCCSC(=S)n1ccnc1.NC(N)=O.NC(N)=O.NC(N)=O.NC(N)=O
DFT total energy: -63609.016 eV
HOMO energy: -0.3313 hartree

```
! RIJCOSX wB97M-V def2-TZVPD def2/J DEFGRID3
* xyz 0 1
C 2.2895 -2.6963 -0.6901
O 2.0033 -1.3168 -0.3737
C 3.2662 -0.6485 -0.2184
C 3.3500 0.7427 -0.9242
C 2.8609 0.7651 -2.4227
B 3.2558 -0.5106 -3.2952
C 2.3353 -1.0085 -4.5318
C 0.8786 -1.4263 -4.0959
C -0.1306 -0.2336 -3.9633
S -1.8836 -0.7370 -4.3432
C -2.9367 0.0204 -3.0396
S -3.9595 1.2628 -3.3278
N -2.7682 -0.5655 -1.7148
C -2.9234 -1.9385 -1.6351
C -2.6403 -2.1241 -0.2104
N -2.3681 -0.9034 0.3824
C -2.4336 0.0762 -0.5398
H 1.3609 -3.2374 -1.0147
H 3.0213 -2.8054 -1.5311
H 2.7383 -3.1483 0.2334
H 3.3916 -0.4523 0.8863
H 4.1602 -1.2489 -0.5181
H 2.6891 1.4525 -0.3410
H 4.4115 1.0958 -0.8479
H 1.7673 0.9858 -2.4401
H 3.3644 1.6508 -2.9177
H 4.2617 -1.0822 -3.0067
H 2.8338 -1.9453 -4.9091
H 2.3751 -0.2361 -5.3436
H 0.9404 -1.9408 -3.1025
H 0.5221 -2.1974 -4.8261
H 0.1115 0.5611 -4.7102
H -0.0857 0.1524 -2.9201
H -3.1758 -2.6730 -2.4128
H -2.6397 -3.1215 0.2687
H -2.2475 1.1567 -0.4039
N 0.3323 3.0429 1.9481
C 1.4199 2.3243 2.3463
N 1.2487 1.6489 3.5084
O 2.4629 2.2942 1.7058
H -0.5306 3.0795 2.4629
H 0.4131 3.5625 1.0926
H 2.0203 1.1027 3.8478
H 0.4016 1.6686 4.0398
N -1.2745 6.4541 3.1910
C -2.1720 5.4602 3.4257
N -3.4324 5.7047 2.9735
O -1.8687 4.4249 3.9995
H -1.5007 7.3113 2.7225
H -0.3329 6.3065 3.5116
H -4.1220 4.9909 3.1300
H -3.7020 6.5468 2.5006
N -1.7554 -4.9925 -4.6457
C -1.4185 -5.9541 -3.7396
N -1.6217 -5.6094 -2.4354
O -0.9697 -7.0371 -4.0689
H -2.1259 -4.0935 -4.3962
H -1.6173 -5.2104 -5.6166
H -1.3841 -6.2934 -1.7391
H -1.9881 -4.7230 -2.1421
N -1.1944 1.4958 6.4739
C -0.1146 0.7656 6.8736
N -0.2867 0.0848 8.0408
O 0.9281 0.7226 6.2392
H -2.0559 1.5405 6.9845
H -1.1100 2.0166 5.6185
H 0.4875 -0.4649 8.3688
H -1.1322 0.1048 8.5790
*
```

Atom charges from the Löwdin analysis, given in e for atoms 1 to 4: -0.12, -0.20, -0.25, -0.18



3.
C3H3N3O in the gas phase, computed with ωB97M-V with the def2-TZVPD basis set.

orbital gap: 10.6580 eV
energy relative to the best compared isomer or geometry (same formula, charge and spin): 105.2 kcal per mole
lowest unoccupied orbital energy: -0.1 eV
SMILES: CON(C#N)C#N
DFT total energy: -9672.893 eV
HOMO energy: -0.3956 hartree

```
! RIJCOSX wB97M-V def2-TZVPD def2/J DEFGRID3
* xyz 0 1
C 1.4997 0.0683 0.1016
O 0.3754 -0.0251 0.9010
N -0.8977 0.0055 0.1957
C -1.4498 1.1830 -0.0481
N -1.7460 2.2365 -0.3762
C -1.3900 -1.2228 -0.0781
N -1.6432 -2.3423 -0.2691
H 2.2649 -0.4187 0.7445
H 1.6768 1.1012 -0.2600
H 1.3098 -0.5856 -0.9113
*
```

Atom charges from the Löwdin analysis, given in e for atoms 1 to 4: -0.10, -0.11, -0.06, -0.24



4.
A molecular structure, C3H30N2O11, computed with ωB97M-V with the def2-TZVPD basis set.

orbital gap: 8.8008 eV
energy relative to the best compared isomer or geometry (same formula, charge and spin): 114.3 kcal per mole
lowest unoccupied orbital energy: -0.1 eV
DFT total energy: -29097.492 eV
HOMO energy: -0.3277 hartree

```
! RIJCOSX wB97M-V def2-TZVPD def2/J DEFGRID3
* xyz 0 1
C 3.2524 0.1087 -0.1552
C 1.7827 -0.1342 -0.4958
N 1.3341 0.9140 -1.4272
C 0.4156 0.6066 -2.3856
N 0.0845 1.4434 -3.2821
H 3.9003 -0.7778 -0.1276
H 3.4856 0.7166 0.7313
H 3.8098 0.6496 -0.9253
H 1.5806 -1.1305 -0.8813
H 1.2510 0.0965 0.4488
H 1.0978 1.7761 -0.9364
H 0.0525 -0.4320 -2.4605
H -0.4088 1.2208 -4.1304
H -0.8592 -2.1870 3.2662
H 0.5367 -1.7242 3.6165
O 0.0506 -2.4974 3.2895
H -3.2861 2.0019 -0.4012
H -2.7058 1.3345 -1.6722
O -3.4529 1.3073 -1.0658
H 0.3925 -2.5944 -2.0657
H 1.3093 -3.0352 -3.3129
O 0.7559 -3.3191 -2.5804
H -2.8409 -0.0733 0.5736
H -3.2610 -0.5506 1.8914
O -2.6260 0.0762 1.5138
H 1.1350 0.5477 2.1931
H 0.5613 0.7303 3.5093
O 1.3322 0.3179 3.1052
H 2.0630 3.1533 1.5828
H 0.7387 3.6431 1.1122
O 1.1297 2.9342 1.6454
H -2.8816 -0.6225 -1.7366
H -1.7235 -1.6178 -1.2625
O -1.9385 -0.7977 -1.7318
H -2.2879 1.7771 1.9490
H -0.8340 1.8095 1.1951
O -1.6180 2.2890 1.4549
H 1.1579 -3.2501 1.2992
H 0.1098 -2.1919 1.1397
O 0.7204 -2.7307 0.6059
H 0.1397 3.4471 -0.9426
H -0.5254 3.6076 0.5423
O 0.2756 3.6031 0.0019
H -0.7690 -3.7401 -1.5901
H -0.9938 -3.2960 -0.1232
O -1.4424 -3.4093 -0.9749
*
```

Atom charges from the Löwdin analysis, given in e for atoms 1 to 4: -0.08, -0.23, 0.00, -0.35